# 1
{
  "formula": "C9H17N2OS",
  "method": "ωB97M-V/def2-TZVPD",
  "total_charge": 1,
  "orbital_gap_ev": 8.614,
  "spin_multiplicity": 1,
  "lumo_energy_ev": -4.48,
  "symbols": ["S", "O", "N", "N", "C", "C", "C", "C", "C", "C", "C", "C", "C", "H", "H", "H", "H", "H", "H", "H", "H", "H", "H", "H", "H", "H", "H", "H", "H", "H"],
  "positions_angstrom": [[-0.1367, -1.4498, -2.2307], [2.7619, 1.9809, -0.6286], [0.2834, -0.3957, 0.0453], [-4.2997, -0.8623, 0.1744], [1.4405, -0.0560, -0.8160], [-3.0162, -0.5070, -0.4341], [0.0012, -0.0507, 1.4100], [1.9060, 2.8376, 0.1248], [2.6861, 0.6370, -0.2427], [-0.6326, -1.0855, -0.5795], [1.6212, -1.3118, -1.6565], [-1.9417, -1.5707, -0.0876], [0.8344, -0.1619, 2.4553], [1.0767, 0.6706, -1.5556], [-2.1736, -2.5095, -0.5787], [0.5124, -0.6823, 3.3484], [2.4690, 3.4352, 0.8405], [2.8201, 0.5123, 0.8302], [-2.6431, 0.4640, -0.1000], [3.5486, 0.1607, -0.7076], [2.2414, -1.2050, -2.5354], [1.7966, -2.1632, -1.0043], [1.4381, 3.5236, -0.5771], [-5.0120, -0.8044, -0.5459], [1.8109, 0.2999, 2.5128], [-1.0040, 0.3004, 1.5970], [-3.0900, -0.4449, -1.5185], [1.1243, 2.2982, 0.6617], [-1.8838, -1.7476, 0.9839], [-4.5394, -0.1121, 0.8144]],
  "lowdin_charge": [1.08, -0.16, -0.02, 0.02, -0.29, -0.26, -0.11, -0.07, -0.17, -0.47, -0.30, -0.16, 0.10, 0.15, 0.12, 0.09, 0.10, 0.11, 0.11, 0.14, 0.10, 0.10, 0.10, 0.08, 0.07, 0.13, 0.12, 0.07, 0.12, 0.08]
}

=====

# 2
{
  "formula": "C33H71FN8O6P2S",
  "method": "ωB97M-V/def2-TZVPD",
  "smiles": "C#C[C@](C[C@H]1CO1)([C@H](O[C@](CC=C)(CCF)CCCCO)N(C)C(C)=O)N(C)S.CN(C)P(=O)(N(C)C)N(C)C.CN(C)P(=O)(N(C)C)N(C)C",
  "total_charge": 0,
  "orbital_gap_ev": 7.332,
  "spin_multiplicity": 1,
  "lumo_energy_ev": -0.27,
  "symbols": ["S", "P", "P", "F", "O", "O", "O", "O", "O", "O", "N", "N", "N", "N", "N", "N", "N", "N", "C", "C", "C", "C", "C", "C", "C", "C", "C", "C", "C", "C", "C", "C", "C", "C", "C", "C", "C", "C", "C", "C", "C", "C", "C", "C", "C", "C", "C", "C", "C", "C", "C", "H", "H", "H", "H", "H", "H", "H", "H", "H", "H", "H", "H", "H", "H", "H", "H", "H", "H", "H", "H", "H", "H", "H", "H", "H", "H", "H", "H", "H", "H", "H", "H", "H", "H", "H", "H", "H", "H", "H", "H", "H", "H", "H", "H", "H", "H", "H", "H", "H", "H", "H", "H", "H", "H", "H", "H", "H", "H", "H", "H", "H", "H", "H", "H", "H", "H", "H", "H", "H", "H", "H"],
  "positions_angstrom": [[2.9454, -0.7375, -4.9440], [-5.4469, -3.3016, -0.7916], [2.7957, 1.0618, 5.6812], [1.7049, 4.2964, -0.0989], [-4.6182, -2.0435, -0.6731], [3.7590, 2.2158, 5.7677], [-2.6713, 0.0905, -4.7175], [6.1693, 2.8652, -1.8585], [1.6637, 1.8449, -1.5300], [2.0226, -1.3596, 0.4058], [-6.9969, -2.6283, -0.3995], [-6.2236, -4.7657, -1.4340], [3.1016, 0.1501, -0.9184], [2.9387, 0.9510, -4.5523], [-4.6596, -4.2530, 0.4395], [1.9970, -0.3508, 4.9909], [3.4970, 0.0572, 6.9299], [1.3023, 1.8417, 6.0797], [-7.3986, -5.3422, -0.8462], [3.9213, 2.6687, -2.9099], [5.4449, 2.8400, -3.0471], [3.7833, 1.5962, -5.5697], [-3.2038, -4.2100, 0.3102], [-5.0226, -4.1748, 1.8446], [0.3153, 2.0420, -1.9721], [-0.7996, -0.3192, -1.5078], [-6.2485, -4.8573, -2.8963], [3.1259, 0.1693, 8.3299], [-1.4308, -0.7920, -2.8404], [4.6459, 0.3440, -2.9537], [2.3716, 0.7577, -2.0539], [-2.7151, -0.0894, -3.2832], [5.9833, 4.1307, -2.5115], [3.0109, -2.3252, -1.4846], [0.8573, 2.8364, 5.1089], [4.9515, -0.0118, 6.8171], [2.0103, -0.4082, 3.5242], [3.4516, 1.2136, -3.1508], [1.1715, 4.4253, -1.3783], [-0.1957, 4.1160, -4.7646], [2.6582, -1.1506, -0.6092], [-7.5572, -2.4193, 0.9198], [0.7897, -0.8985, 5.5354], [5.6142, -0.3318, -2.8051], [-7.5121, -1.6718, -1.3735], [0.0877, 1.9963, -3.5053], [0.6067, 3.1558, -4.3091], [-0.7261, 1.1823, -1.2229], [3.2169, 1.0006, 0.2615], [-0.0251, 3.5098, -1.5353], [0.7606, 2.0851, 7.3998], [0.0388, 2.4400, 4.4944], [-1.6800, 1.6987, -1.3309], [0.5063, 3.7475, 5.5961], [4.1896, -0.9513, -5.4307], [5.9166, 2.4407, -3.9377], [0.8299, 5.4639, -1.4467], [-0.6698, -0.7901, -3.6238], [5.2584, -0.0792, 5.7714], [-3.6050, -0.6927, -3.1253], [1.6463, 3.2356, -4.5995], [3.9036, 0.4947, 0.9443], [-2.7635, -5.0798, 0.8008], [5.4485, 0.8646, 7.2505], [0.4202, 1.0583, -3.9530], [-5.2882, -4.5370, -3.3107], [-1.2568, 4.1205, -4.5361], [-8.6477, -2.3702, 0.8432], [3.6557, 1.9698, 0.0488], [-7.9292, -0.7875, -0.8895], [1.7470, 0.0195, -2.5584], [-7.3282, -5.4007, 0.2392], [-2.8751, 0.9048, -2.8606], [3.1660, 1.2037, 8.7014], [-0.1053, -0.3229, 5.2596], [3.0226, -2.1144, -2.5507], [1.1873, 2.9802, 7.8745], [-0.4502, 3.4243, -0.5306], [-1.4160, -0.7511, -0.7133], [3.8008, -0.4278, 8.9450], [3.9591, -2.7425, -1.1431], [1.8265, -1.4218, 3.1670], [0.1661, -0.8122, -1.4090], [6.7878, 4.4203, -3.1753], [-0.9978, 1.9965, -3.6362], [2.2644, -3.0923, -1.2828], [-7.4922, -6.3704, -1.2055], [0.1827, 4.9533, -5.3372], [-7.3551, -3.2455, 1.5952], [4.8307, 1.2752, -5.5432], [5.3182, -0.9106, 7.3170], [-5.9795, -4.6617, 2.0409], [2.2895, 1.1178, 0.8223], [-6.7303, -1.3170, -2.0494], [-0.8114, 3.9361, -2.1503], [1.9335, 4.3026, -2.1426], [3.3963, 1.2849, -6.5407], [1.2609, 0.2606, 3.0751], [-1.7933, 0.4000, -4.9558], [5.3169, 4.8004, -1.9902], [-5.0567, -3.1420, 2.2197], [-7.1974, -1.4941, 1.3914], [-8.2992, -2.1284, -1.9875], [-0.3238, 2.2134, 7.3256], [0.9031, 1.2439, 8.0717], [-4.2972, -4.7212, 2.4486], [3.5675, 3.3932, -3.6408], [-1.6776, -1.8477, -2.6997], [2.9910, -0.1099, 3.1449], [2.1324, -0.2426, 8.5171], [1.6624, 3.1349, 4.4330], [-8.3195, -4.8042, -1.1102], [0.6700, -1.9147, 5.1512], [6.3523, -0.9593, -2.3626], [-2.7703, -3.3000, 0.7429], [3.6972, 2.6822, -5.5649], [3.7571, 3.0269, -1.8977], [-6.4093, -5.8882, -3.2188], [0.8294, -0.9821, 6.6214], [-0.4715, 1.2868, -0.1629], [-2.9045, -4.2495, -0.7398], [-7.0315, -4.2265, -3.3431]],
  "lowdin_charge": [0.82, 0.77, 0.75, -0.04, -0.28, -0.28, -0.09, -0.03, -0.05, 0.07, -0.34, -0.34, -0.04, -0.45, -0.32, -0.33, -0.32, -0.34, -0.13, -0.07, -0.33, -0.18, -0.15, -0.14, -0.39, -0.15, -0.14, -0.15, -0.16, -0.16, -0.23, -0.23, -0.07, 0.01, -0.13, -0.16, -0.14, -0.36, -0.19, 0.02, -0.48, -0.13, -0.13, 0.15, -0.13, -0.11, -0.16, -0.11, -0.03, -0.09, -0.14, 0.07, 0.12, 0.08, -0.10, 0.13, 0.12, 0.10, 0.07, 0.10, 0.07, 0.09, 0.08, 0.08, 0.09, 0.07, 0.07, 0.09, 0.09, 0.08, 0.12, 0.07, 0.10, 0.08, 0.08, 0.02, 0.09, 0.12, 0.12, 0.08, 0.09, 0.08, 0.09, 0.11, 0.11, 0.09, 0.09, 0.06, 0.05, 0.08, 0.08, 0.06, 0.08, 0.07, 0.11, 0.09, 0.07, 0.08, 0.05, 0.12, 0.09, 0.09, 0.07, 0.08, 0.04, 0.08, 0.10, 0.11, 0.07, 0.06, 0.07, 0.09, 0.09, 0.05, 0.08, 0.08, 0.11, 0.08, 0.07, 0.13, 0.07, 0.07]
}

=====

# 3
{
  "formula": "C25H39BeN6OSe",
  "method": "ωB97M-V/def2-TZVPD",
  "total_charge": -1,
  "orbital_gap_ev": 5.152,
  "spin_multiplicity": 1,
  "lumo_energy_ev": 2.60,
  "symbols": ["Se", "O", "N", "N", "N", "N", "N", "N", "C", "C", "C", "C", "C", "C", "C", "C", "C", "C", "C", "C", "C", "C", "C", "C", "C", "C", "C", "C", "C", "C", "C", "C", "C", "Be", "H", "H", "H", "H", "H", "H", "H", "H", "H", "H", "H", "H", "H", "H", "H", "H", "H", "H", "H", "H", "H", "H", "H", "H", "H", "H", "H", "H", "H", "H", "H", "H", "H", "H", "H", "H", "H", "H", "H"],
  "positions_angstrom": [[1.0138, -0.8115, 1.0896], [-1.6449, 0.7838, 1.1929], [-0.0742, 4.1876, -1.1180], [-2.8474, -2.1012, 0.1406], [0.4774, 3.4428, 0.9635], [-1.5164, -0.5697, -1.0353], [-0.1023, 1.8103, -0.6915], [-3.5595, -1.4256, -1.9390], [0.1841, 1.9660, -3.1262], [-1.2555, -0.3629, -3.4651], [0.0877, 3.0668, -0.3189], [0.6741, 2.4388, 1.9794], [4.5523, -3.3566, 2.9661], [1.2652, -1.9004, 4.1438], [-0.3902, 1.3661, -1.9971], [-1.7362, -2.3855, 1.0350], [3.4594, -2.9946, 3.7508], [-1.2767, 4.3824, -1.8986], [-1.1166, 0.1621, -2.1726], [-0.0117, 1.4575, -4.4058], [-0.7375, 0.2917, -4.5772], [-4.0822, -1.8444, 0.8714], [2.4469, -1.8480, 1.8670], [0.0395, 4.7237, 1.4961], [3.5531, -2.2137, 1.0708], [-4.2955, -0.2654, -2.3961], [4.5931, -2.9638, 1.6294], [1.0855, 4.9558, -1.5257], [3.6347, -1.8097, -0.3749], [-4.0867, -2.7184, -2.3204], [5.6702, -4.1636, 3.5689], [2.4050, -2.2455, 3.2207], [-2.5892, -1.3051, -0.9654], [-0.7079, 0.3920, 0.1669], [0.8312, 2.8243, -3.0028], [1.1778, 2.8667, 2.8554], [0.8075, -2.8287, 4.5273], [4.5616, -2.1757, -0.8498], [5.4431, -3.2447, 1.0173], [-5.3356, -0.3209, -2.0543], [5.2781, -5.1256, 3.9404], [-3.3434, -3.5049, -2.1720], [6.4625, -4.3736, 2.8315], [1.3173, 4.7857, -2.5840], [-4.9533, -1.8085, 0.2114], [-4.2956, -0.2185, -3.4902], [1.6469, -1.3146, 4.9977], [-1.0525, 4.7985, 1.4768], [-2.0106, -3.1785, 1.7393], [0.4735, -1.3116, 3.6616], [-0.8697, -2.7394, 0.4754], [-2.1001, 3.7731, -1.5196], [6.1182, -3.6099, 4.4115], [-1.4570, -1.4971, 1.6059], [-1.1179, 4.1467, -2.9566], [-3.8728, 0.6657, -2.0134], [3.6195, -0.7105, -0.4583], [-1.7428, -1.3203, -3.6031], [-4.2652, -2.6400, 1.5985], [0.8995, 6.0257, -1.3854], [1.9716, 4.6897, -0.9448], [1.3100, 1.6437, 1.6174], [-4.0175, -0.8909, 1.4068], [3.4288, -3.3011, 4.7916], [0.4422, 1.9508, -5.2593], [-1.5887, 5.4304, -1.8346], [-4.9840, -2.9715, -1.7455], [0.4635, 5.5591, 0.9316], [-0.2891, 2.0173, 2.2998], [-0.8625, -0.1389, -5.5650], [2.7784, -2.2275, -0.9298], [-4.3508, -2.7209, -3.3829], [0.3668, 4.8544, 2.5291]],
  "lowdin_charge": [0.86, -0.54, -0.20, -0.13, -0.11, 0.14, 0.15, -0.19, -0.04, -0.03, -0.28, -0.12, -0.31, -0.09, -0.16, -0.14, -0.05, -0.06, -0.16, -0.10, -0.10, -0.05, -0.48, -0.05, -0.32, -0.06, -0.04, -0.08, -0.12, -0.07, -0.09, -0.31, -0.32, -0.32, 0.09, 0.08, 0.08, 0.06, 0.10, 0.08, 0.07, 0.09, 0.07, 0.07, 0.07, 0.08, 0.08, 0.10, 0.08, 0.03, 0.05, 0.10, 0.07, 0.01, 0.07, 0.10, 0.06, 0.11, 0.08, 0.08, 0.10, -0.01, 0.09, 0.11, 0.09, 0.08, 0.07, 0.07, 0.07, 0.09, 0.06, 0.08, 0.08]
}

=====

# 4
{
  "formula": "C5H6O2",
  "method": "ωB97M-V/def2-TZVPD",
  "smiles": "O=C1CC2(CO2)C1",
  "total_charge": 0,
  "orbital_gap_ev": 10.537,
  "spin_multiplicity": 1,
  "lumo_energy_ev": 0.79,
  "symbols": ["O", "O", "C", "C", "C", "C", "C", "H", "H", "H", "H", "H", "H"],
  "positions_angstrom": [[-2.7874, -0.5348, 0.1672], [1.5473, 0.3047, -1.0060], [-0.7858, 0.9824, 0.0076], [1.7565, 0.3006, 0.4084], [-0.4009, -1.1868, -0.2947], [-1.6236, -0.3049, -0.0132], [0.4404, 0.0834, -0.1687], [-0.4000, -1.5501, -1.3297], [2.0025, 1.2862, 0.8078], [2.2883, -0.5423, 0.8431], [-0.8177, 1.4840, 0.9820], [-0.2238, -2.0298, 0.3799], [-0.9960, 1.7074, -0.7837]],
  "lowdin_charge": [0.11, 0.00, 0.01, -0.07, 0.01, -0.37, -0.45, 0.14, 0.12, 0.12, 0.13, 0.13, 0.13]
}